1.
Molecular formula: C34H26O6P2S
Method: DFT, wB97M-V/def2-TZVPD

```
! wB97M-V def2-TZVPD RIJCOSX def2/J DEFGRID3
* xyz 0 1
C 3.190 -0.813 2.853
C 2.484 -1.674 1.960
C 1.671 -2.469 0.733
O 2.561 -2.720 -0.449
C 3.834 -1.989 -0.296
O 4.000 -0.714 -0.737
P 1.133 -4.186 1.372
S 2.170 -5.669 0.558
P 0.238 -1.318 0.203
C 0.250 0.299 1.287
C -1.484 -2.093 0.517
H 3.854 0.098 3.245
H 4.787 -2.511 0.182
H -0.253 -4.518 1.134
H 1.442 -4.211 2.801
H -0.744 0.917 1.075
H 0.230 -0.053 2.410
H 1.197 0.954 1.079
H -2.289 -1.266 0.248
H -1.547 -2.413 1.647
H -1.554 -3.050 -0.156
O -6.417 -3.810 -6.346
C -5.718 -3.796 -5.340
C -4.305 -4.220 -5.405
C -3.756 -4.619 -6.631
C -2.411 -4.983 -6.708
C -1.611 -4.947 -5.566
C -2.160 -4.566 -4.341
C -3.511 -4.208 -4.259
C -4.087 -3.823 -2.955
O -3.404 -3.866 -1.938
C -5.495 -3.381 -2.893
C -6.041 -2.980 -1.667
C -7.360 -2.528 -1.605
C -8.135 -2.475 -2.763
C -7.597 -2.888 -3.984
C -6.275 -3.348 -4.048
H -4.373 -4.644 -7.527
H -1.986 -5.288 -7.661
H -0.560 -5.218 -5.629
H -1.531 -4.546 -3.452
H -5.441 -3.013 -0.760
H -7.781 -2.213 -0.653
H -9.160 -2.114 -2.716
H -8.210 -2.847 -4.883
O 1.602 5.861 1.867
C 2.632 5.657 2.498
C 2.964 6.484 3.676
C 2.083 7.494 4.085
C 2.370 8.253 5.220
C 3.533 8.006 5.949
C 4.421 7.012 5.534
C 4.138 6.254 4.391
C 5.092 5.217 3.948
O 6.150 5.052 4.545
C 4.751 4.378 2.783
C 5.632 3.367 2.377
C 5.302 2.546 1.297
C 4.096 2.731 0.622
C 3.223 3.747 1.016
C 3.554 4.576 2.096
H 1.171 7.689 3.523
H 1.683 9.034 5.539
H 3.751 8.589 6.842
H 5.329 6.829 6.105
H 6.573 3.213 2.902
H 5.986 1.759 0.985
H 3.835 2.085 -0.213
H 2.285 3.887 0.482
*
```

Computed properties:
SMILES: C#C[C@@](OC=O)([PH2]=S)P(C)C.O=C1c2ccccc2C(=O)c2ccccc21.O=C1c2ccccc2C(=O)c2ccccc21
HOMO energy (eV): -8.40
HOMO-LUMO gap (eV): 7.23

2.
Molecular formula: C34H27Br2O6S
Method: DFT, wB97M-V/def2-TZVPD

```
! wB97M-V def2-TZVPD RIJCOSX def2/J DEFGRID3
* xyz 1 1
C 3.569 -7.937 -0.442
C 2.833 -6.929 0.621
O 2.136 -7.499 1.643
O 2.880 -5.459 0.621
C 2.428 -4.898 -0.682
S 0.591 -4.537 -0.767
C -0.380 -5.870 -1.651
Br 0.675 -6.987 -2.932
C -1.280 -6.771 -0.566
C -0.624 -8.237 -0.240
Br -3.121 -7.117 -1.363
H 2.720 -8.650 -0.883
H 3.995 -7.356 -1.389
H 4.383 -8.640 0.016
H 2.975 -3.839 -0.763
H 2.847 -5.513 -1.615
H 0.109 -4.562 0.576
H -1.202 -5.303 -2.306
H -1.451 -6.127 0.408
H 0.548 -8.258 -0.283
H -0.992 -9.026 -1.052
H -1.034 -8.578 0.825
C 4.881 4.416 -1.590
C 5.823 3.414 -1.823
C 5.601 2.122 -1.344
C 4.438 1.833 -0.618
C 3.509 2.841 -0.365
C 3.725 4.133 -0.862
C 2.303 2.559 0.442
O 1.484 3.443 0.662
C 2.104 1.201 0.985
C 0.995 0.935 1.799
C 0.792 -0.350 2.307
C 1.687 -1.372 1.996
C 2.796 -1.109 1.190
C 3.009 0.183 0.692
C 4.204 0.459 -0.131
O 4.994 -0.438 -0.401
H 5.049 5.420 -1.972
H 6.730 3.638 -2.380
H 6.338 1.344 -1.534
H 2.996 4.921 -0.679
H 0.289 1.728 2.044
H -0.067 -0.553 2.943
H 1.525 -2.375 2.385
H 3.493 -1.912 0.955
C -6.909 3.650 2.746
C -7.590 4.596 1.980
C -6.950 5.218 0.907
C -5.619 4.903 0.606
C -4.930 3.976 1.387
C -5.580 3.339 2.452
C -3.512 3.673 1.110
O -2.907 2.856 1.793
C -2.830 4.374 0.003
C -1.470 4.139 -0.234
C -0.821 4.788 -1.287
C -1.529 5.664 -2.109
C -2.883 5.905 -1.871
C -3.533 5.265 -0.807
C -4.956 5.553 -0.541
O -5.578 6.327 -1.261
H -7.411 3.158 3.576
H -8.622 4.847 2.216
H -7.490 5.952 0.310
H -5.053 2.604 3.058
H -0.910 3.454 0.401
H 0.237 4.608 -1.466
H -1.026 6.165 -2.934
H -3.429 6.594 -2.514
*
```

Computed properties:
HOMO energy (eV): -10.93
HOMO-LUMO gap (eV): 6.54

3.
Molecular formula: C34H27FN3O4PSTi
Method: DFT, wB97M-V/def2-TZVPD

```
! wB97M-V def2-TZVPD RIJCOSX def2/J DEFGRID3
* xyz 0 3
Ti 0.336 1.070 0.943
O -0.814 2.960 -2.816
C -0.778 2.244 -1.674
O 0.307 1.814 -1.234
C -1.999 2.003 -1.008
C -3.273 2.449 -1.432
C -4.375 2.122 -0.706
C -4.225 1.306 0.457
C -2.955 0.907 0.797
N -1.842 1.256 0.140
C -2.652 0.001 1.957
O -3.657 -0.574 2.609
O -1.512 -0.199 2.294
H 0.100 3.026 -3.124
H -3.337 3.048 -2.330
H -5.356 2.462 -1.010
H -5.090 1.038 1.047
H -4.487 -0.422 2.139
N 0.806 -2.215 2.914
C 1.714 -2.740 2.039
C 2.722 -3.583 2.543
C 3.634 -4.189 1.712
C 3.578 -3.991 0.337
C 2.593 -3.173 -0.177
C 1.650 -2.535 0.640
P 0.434 -1.394 -0.093
C -1.165 -2.265 -0.061
C -1.396 -3.357 0.769
C -2.662 -3.925 0.844
C -3.704 -3.416 0.087
C -3.478 -2.334 -0.757
C -2.219 -1.759 -0.826
C 0.858 -1.408 -1.863
C 1.755 -0.464 -2.353
C 2.138 -0.492 -3.688
C 1.619 -1.449 -4.546
C 0.717 -2.391 -4.066
C 0.343 -2.373 -2.730
H 0.253 -1.411 2.663
H 1.100 -2.191 3.874
H 2.769 -3.745 3.614
H 4.400 -4.825 2.139
H 4.295 -4.463 -0.321
H 2.551 -3.013 -1.246
H -0.593 -3.767 1.367
H -2.829 -4.771 1.499
H -4.688 -3.865 0.144
H -4.282 -1.935 -1.364
H -2.053 -0.916 -1.486
H 2.150 0.304 -1.704
H 2.842 0.245 -4.054
H 1.914 -1.465 -5.588
H 0.309 -3.145 -4.727
H -0.347 -3.119 -2.358
S 4.044 3.753 0.408
C 4.644 2.180 0.117
C 3.670 1.232 0.230
C 2.376 1.742 0.555
C 2.459 3.109 0.697
C 1.323 3.932 1.056
C 1.406 5.309 1.287
C 0.272 6.009 1.640
C -0.935 5.332 1.769
C -0.941 3.972 1.539
N 0.147 3.282 1.192
H 5.688 2.033 -0.114
H 3.885 0.178 0.094
H 2.360 5.809 1.187
H 0.329 7.075 1.817
H -1.849 5.837 2.047
H -1.855 3.397 1.628
F 0.860 0.840 2.627
*
```

Computed properties:
⟨S²⟩: 2.013
HOMO energy (spin up / spin down) (eV): -5.94 / -7.73
Energy relative to the best compared isomer or geometry (same formula, charge and spin) (kcal/mol): 0.0
HOMO-LUMO gap (spin up / spin down) (eV): 6.04 / 7.68

4.
Molecular formula: C34H27GeIN3PtS4SbSe2
Method: DFT, wB97M-V/def2-TZVPD

```
! wB97M-V def2-TZVPD RIJCOSX def2/J DEFGRID3
* xyz -2 1
Pt 0.300 -0.241 -0.101
S -1.863 1.861 4.784
Sb -1.171 0.003 3.510
S 1.698 -1.642 1.933
S -1.056 1.099 1.220
S -3.191 -1.210 3.475
Se -1.025 -0.480 -3.621
Se -1.836 2.284 -1.075
C -0.085 2.749 -1.500
C 0.172 4.035 -2.008
C 1.448 4.375 -2.378
C 2.463 3.432 -2.221
C 2.129 2.199 -1.699
N 0.899 1.854 -1.348
C -2.037 -1.141 -2.202
C -3.338 -1.621 -2.412
C -4.052 -2.137 -1.358
C -3.451 -2.214 -0.104
C -2.159 -1.759 0.016
N -1.472 -1.215 -0.991
H -0.655 4.726 -2.096
H 1.666 5.353 -2.789
H 3.480 3.648 -2.511
H 2.892 1.439 -1.582
H -3.752 -1.568 -3.408
H -5.065 -2.490 -1.495
H -3.963 -2.595 0.766
H -1.644 -1.848 0.970
I 1.295 -4.408 -4.380
C 2.045 -2.904 -3.101
C 3.392 -2.556 -3.171
C 3.826 -1.607 -2.247
C 2.932 -1.050 -1.367
N 1.626 -1.390 -1.322
C 1.204 -2.334 -2.180
H 4.066 -3.003 -3.884
H 4.865 -1.315 -2.210
H 3.267 -0.339 -0.622
H 0.173 -2.649 -2.104
C 1.664 -0.085 1.328
Ge 2.786 1.244 2.184
C 2.535 3.199 1.955
C 3.548 4.014 2.447
C 3.485 5.389 2.318
C 2.397 5.974 1.693
C 1.362 5.176 1.239
C 1.433 3.799 1.371
C 2.770 0.922 4.150
C 1.802 1.567 4.908
C 1.665 1.306 6.258
C 2.506 0.394 6.874
C 3.483 -0.246 6.130
C 3.613 0.015 4.778
C 4.584 0.806 1.421
C 5.069 -0.498 1.472
C 6.228 -0.860 0.813
C 6.929 0.082 0.079
C 6.452 1.381 0.003
C 5.288 1.734 0.662
H 4.397 3.555 2.939
H 4.290 6.005 2.701
H 2.358 7.050 1.575
H 0.498 5.626 0.775
H 0.617 3.185 1.024
H 1.143 2.287 4.437
H 0.882 1.800 6.815
H 2.398 0.181 7.930
H 4.142 -0.964 6.602
H 4.382 -0.482 4.201
H 4.507 -1.245 2.015
H 6.582 -1.884 0.860
H 7.834 -0.201 -0.444
H 6.983 2.118 -0.584
H 4.910 2.746 0.586
*
```

Computed properties:
HOMO energy (spin up / spin down) (eV): -1.59 / -1.59
Energy relative to the best compared isomer or geometry (same formula, charge and spin) (kcal/mol): 92.0
HOMO-LUMO gap (spin up / spin down) (eV): 4.76 / 4.77

5.
Molecular formula: C34H27MnN2O2PS2
Method: DFT, wB97M-V/def2-TZVPD

```
! wB97M-V def2-TZVPD RIJCOSX def2/J DEFGRID3
* xyz -2 6
Mn -0.410 -0.150 0.172
C 7.094 -0.643 -0.950
C 6.414 0.474 -1.422
C 5.086 0.674 -1.114
C 4.385 -0.228 -0.301
C 5.078 -1.365 0.146
C 6.403 -1.565 -0.164
P 2.591 -0.161 0.086
C 2.074 1.238 -0.984
C 2.527 2.556 -0.848
C 2.161 3.521 -1.773
C 1.341 3.185 -2.839
C 0.857 1.884 -2.964
C 1.208 0.922 -2.036
C 2.633 0.535 1.762
C 3.796 1.052 2.328
C 3.844 1.376 3.676
C 2.767 1.110 4.499
C 1.590 0.529 3.981
C 0.516 0.165 4.814
C -0.625 -0.390 4.279
C -0.752 -0.561 2.903
C 0.287 -0.239 2.026
C 1.490 0.274 2.583
H 8.138 -0.795 -1.193
H 6.933 1.203 -2.034
H 4.580 1.548 -1.495
H 4.540 -2.080 0.755
H 6.919 -2.443 0.206
H 3.165 2.817 -0.011
H 2.511 4.543 -1.661
H 1.076 3.931 -3.578
H 0.216 1.628 -3.796
H 0.862 -0.112 -2.135
H 4.668 1.210 1.707
H 4.741 1.824 4.089
H 2.814 1.335 5.559
H 0.609 0.314 5.885
H -1.426 -0.711 4.939
H -1.684 -0.978 2.505
C -4.174 -3.358 -5.633
C -4.054 -2.602 -4.339
C -4.789 -2.968 -3.208
C -4.700 -2.240 -2.038
C -3.864 -1.130 -1.980
C -3.118 -0.758 -3.091
C -3.203 -1.491 -4.252
S -3.968 -0.004 -0.611
O -4.852 1.057 -1.086
O -4.475 -0.711 0.546
N -2.441 0.478 -0.358
C -2.067 1.741 -0.098
C -2.854 2.900 -0.228
C -2.300 4.126 0.068
C -0.975 4.199 0.498
C -0.263 3.025 0.608
N -0.771 1.830 0.314
H -4.878 -4.184 -5.539
H -3.208 -3.766 -5.934
H -4.517 -2.700 -6.435
H -5.437 -3.837 -3.254
H -5.259 -2.501 -1.152
H -2.481 0.112 -3.017
H -2.613 -1.212 -5.115
H -3.871 2.791 -0.564
H -2.888 5.032 -0.036
H -0.516 5.146 0.748
H 0.768 3.022 0.941
S -0.291 -2.157 -0.403
*
```

Computed properties:
⟨S²⟩: 8.943
HOMO energy (spin up / spin down) (eV): 1.82 / -0.95
Energy relative to the best compared isomer or geometry (same formula, charge and spin) (kcal/mol): 32.9
HOMO-LUMO gap (spin up / spin down) (eV): 2.35 / 5.11

6.
Molecular formula: C34H27N4OPd
Method: DFT, wB97M-V/def2-TZVPD

```
! wB97M-V def2-TZVPD RIJCOSX def2/J DEFGRID3
* xyz 1 1
Pd -0.938 -0.234 1.063
C -3.236 3.611 0.243
C -2.094 2.651 0.385
N -2.272 1.428 0.739
N -3.574 1.068 1.067
C -3.627 -0.040 1.749
O -2.598 -0.767 2.043
C -4.949 -0.516 2.227
C -5.035 -1.717 2.924
C -6.264 -2.175 3.374
C -7.412 -1.436 3.131
C -7.330 -0.235 2.436
C -6.104 0.225 1.986
C -0.729 3.205 0.101
C -0.628 4.407 -0.600
C 0.621 4.955 -0.832
C 1.739 4.301 -0.352
C 1.549 3.120 0.348
N 0.357 2.586 0.577
H -4.167 3.149 0.540
H -3.318 3.935 -0.796
H -3.056 4.499 0.851
H -4.133 -2.282 3.115
H -6.325 -3.109 3.917
H -8.371 -1.792 3.484
H -8.224 0.344 2.248
H -6.029 1.157 1.445
H -1.512 4.907 -0.964
H 0.716 5.885 -1.376
H 2.734 4.699 -0.500
H 2.398 2.581 0.754
C 0.859 -4.351 2.673
C 1.446 -3.146 3.030
C 0.908 -1.973 2.540
N -0.166 -1.971 1.743
C -0.745 -3.128 1.405
C -0.255 -4.340 1.850
H 1.262 -5.287 3.038
H 2.307 -3.108 3.680
H 1.326 -1.007 2.785
H -1.628 -3.056 0.787
H -0.750 -5.255 1.556
C 0.570 -0.152 -0.126
C 1.559 -0.248 -0.858
C 2.617 -0.370 -1.717
C 3.895 -0.836 -1.194
C 4.229 -0.589 0.145
C 5.425 -1.045 0.660
C 6.290 -1.781 -0.144
C 5.957 -2.058 -1.463
C 4.771 -1.583 -1.992
C 2.439 -0.032 -3.121
C 3.510 0.457 -3.883
C 3.312 0.817 -5.203
C 2.056 0.678 -5.779
C 0.986 0.200 -5.032
C 1.169 -0.138 -3.706
H 3.547 -0.013 0.758
H 5.690 -0.829 1.686
H 7.225 -2.143 0.263
H 6.622 -2.649 -2.078
H 4.500 -1.824 -3.011
H 4.480 0.595 -3.425
H 4.135 1.213 -5.783
H 1.908 0.951 -6.816
H 0.010 0.097 -5.486
H 0.343 -0.507 -3.112
*
```

Computed properties:
HOMO energy (eV): -10.41
Energy relative to the best compared isomer or geometry (same formula, charge and spin) (kcal/mol): 0.0
HOMO-LUMO gap (eV): 5.76